[1]
C59H48Cl2HfN5O4P2Se | ωB97M-V with the def2-TZVPD basis set

Element x y z (Å)
Hf 0.762 0.593 1.465
C -1.917 -2.199 3.921
C -3.165 -1.615 3.704
C -3.212 -0.307 3.292
C -2.014 0.399 3.060
N -0.807 -0.214 3.154
C -0.793 -1.460 3.621
N -2.168 1.709 2.770
C -1.196 2.543 2.577
N 0.145 2.282 2.523
C 0.812 3.488 2.441
N 2.077 3.704 2.471
C 3.105 2.845 2.322
C 4.348 3.315 2.797
C 5.488 2.587 2.576
C 5.379 1.392 1.869
C 4.135 1.001 1.431
N 2.996 1.675 1.650
C -0.160 4.582 2.446
C -0.012 5.955 2.407
C -1.171 6.716 2.360
C -2.429 6.125 2.351
C -2.580 4.746 2.429
C -1.427 3.987 2.479
H -1.829 -3.205 4.294
H -4.073 -2.179 3.864
H -4.142 0.225 3.156
H 0.185 -1.909 3.757
H 4.353 4.251 3.327
H 6.450 2.938 2.913
H 6.237 0.776 1.657
H 4.062 0.110 0.827
H 0.966 6.407 2.425
H -1.090 7.792 2.318
H -3.301 6.758 2.294
H -3.552 4.278 2.446
O -0.097 -2.157 1.050
P -1.118 -2.964 0.335
C -2.611 -1.953 -0.072
P -1.988 -0.287 -0.567
O -1.146 0.207 0.571
C -1.068 -0.455 -2.119
C 0.284 -0.770 -2.079
C 0.990 -0.907 -3.260
C 0.358 -0.715 -4.477
C -0.984 -0.376 -4.517
C -1.701 -0.256 -3.340
C -3.449 0.738 -0.823
C -3.452 2.040 -0.343
C -4.572 2.831 -0.525
C -5.678 2.329 -1.193
C -5.669 1.033 -1.685
C -4.558 0.233 -1.496
C -0.514 -3.685 -1.223
C -1.175 -3.656 -2.443
C -0.617 -4.289 -3.539
C 0.583 -4.969 -3.420
C 1.243 -5.006 -2.201
C 0.691 -4.368 -1.107
C -1.684 -4.385 1.319
C -2.879 -5.038 1.041
C -3.257 -6.135 1.795
C -2.438 -6.592 2.816
C -1.236 -5.957 3.081
C -0.858 -4.855 2.333
H -3.197 -1.805 0.842
H -3.235 -2.412 -0.834
H 0.768 -0.902 -1.120
H 2.036 -1.159 -3.227
H 0.916 -0.819 -5.395
H -1.478 -0.201 -5.461
H -2.749 0.004 -3.359
H -2.576 2.423 0.161
H -4.578 3.845 -0.156
H -6.552 2.947 -1.339
H -6.523 0.646 -2.219
H -4.550 -0.778 -1.877
H -2.111 -3.135 -2.559
H -1.128 -4.267 -4.490
H 1.004 -5.477 -4.275
H 2.184 -5.530 -2.107
H 1.181 -4.389 -0.142
H -3.508 -4.689 0.234
H -4.185 -6.642 1.583
H -2.735 -7.449 3.401
H -0.591 -6.327 3.864
H 0.075 -4.342 2.529
Cl 4.725 -5.460 2.967
C 3.970 -4.042 2.346
C 3.931 -3.835 0.960
C 3.294 -2.733 0.452
Cl 3.289 -2.456 -1.244
C 2.631 -1.774 1.275
O 2.006 -0.784 0.738
C 2.776 -1.967 2.684
C 2.292 -0.996 3.608
O 1.753 0.085 3.327
C 3.429 -3.110 3.192
H 4.411 -4.532 0.292
H 2.464 -1.234 4.671
H 3.511 -3.217 4.263
C 2.814 4.287 -5.932
C 2.236 3.648 -4.705
C 3.039 3.022 -3.768
C 2.516 2.535 -2.577
C 3.419 1.873 -1.587
C 1.161 2.711 -2.304
Se 0.441 2.358 -0.488
C 0.314 3.271 -3.270
C -1.160 3.411 -3.038
C 0.869 3.715 -4.459
H 3.866 4.043 -6.049
H 2.723 5.370 -5.855
H 2.279 3.976 -6.827
H 4.102 2.930 -3.947
H 4.308 1.480 -2.072
H 2.893 1.059 -1.083
H 3.728 2.603 -0.838
H -1.603 2.436 -2.838
H -1.649 3.862 -3.898
H -1.331 4.028 -2.157
H 0.228 4.167 -5.204

Calculated values
**HOMO**: -9.1 eV
**Maximum force**: 0.0380 hartree/bohr
**Calculated total energy**: -187882.5556 eV
**Kohn-Sham gap**: 0.2122 hartree
**Charge**: +1

Löwdin atomic charge list, values in e, 2 entries:
1. Hf 1.53
2. C -0.05

=====

[2]
C59H51F5N7O8PS2W | ωB97M-V with the def2-TZVPD basis set

Element x y z (Å)
W -0.441 -0.508 -1.384
O 2.146 0.523 -4.399
C 1.661 -0.408 -3.814
O 0.830 -0.250 -2.802
C 1.987 -1.832 -4.133
C 2.451 -2.111 -5.408
C 2.780 -3.408 -5.764
C 2.664 -4.426 -4.831
C 2.216 -4.150 -3.546
C 1.862 -2.856 -3.182
P 1.461 -2.383 -1.441
C 3.162 -1.736 -1.122
C 3.427 -0.371 -1.096
C 4.724 0.092 -0.923
C 5.774 -0.802 -0.784
C 5.528 -2.166 -0.866
C 4.234 -2.628 -1.049
C 1.374 -3.984 -0.569
C 0.370 -4.862 -0.988
C 0.164 -6.066 -0.332
C 0.954 -6.402 0.758
C 1.938 -5.526 1.193
C 2.143 -4.319 0.541
H 2.536 -1.291 -6.109
H 3.130 -3.628 -6.765
H 2.931 -5.442 -5.094
H 2.141 -4.957 -2.831
H 2.625 0.339 -1.210
H 4.914 1.159 -0.902
H 6.782 -0.437 -0.629
H 6.346 -2.873 -0.801
H 4.059 -3.691 -1.151
H -0.255 -4.600 -1.832
H -0.616 -6.736 -0.671
H 0.793 -7.339 1.277
H 2.545 -5.777 2.054
H 2.895 -3.635 0.906
C 1.820 2.638 4.923
O 2.255 3.030 3.633
C 2.315 4.356 3.358
C 2.379 5.344 4.330
C 2.493 6.684 3.975
C 2.535 7.040 2.640
C 2.447 6.055 1.666
C 2.336 4.712 2.001
N 2.289 3.753 0.962
C 1.490 2.580 1.130
N 2.137 1.434 0.826
C 1.682 0.154 1.272
C 0.619 -0.551 0.692
C 0.243 -1.701 1.422
C 0.877 -2.128 2.573
C 2.030 -1.493 3.011
C 2.446 -0.363 2.332
O 3.578 0.331 2.635
C 4.457 -0.240 3.581
N 0.276 2.600 1.519
C -0.594 3.605 1.440
C -2.266 4.294 -0.354
C -2.977 5.431 0.333
C -2.969 5.655 1.658
C -2.361 4.850 2.680
C -1.402 3.879 2.573
O -1.120 3.191 3.736
C -1.537 1.816 3.725
H 1.629 1.569 4.863
H 0.898 3.157 5.195
H 2.590 2.826 5.677
H 2.344 5.073 5.375
H 2.545 7.439 4.749
H 2.627 8.079 2.352
H 2.454 6.331 0.616
H 2.104 4.197 0.073
H 3.137 1.560 0.892
H -0.587 -2.303 1.080
H 0.507 -2.998 3.102
H 2.580 -1.869 3.863
H 5.327 0.410 3.618
H 4.768 -1.244 3.278
H 4.004 -0.288 4.575
H -2.285 4.466 -1.429
H -3.482 6.156 -0.299
H -3.540 6.506 2.018
H -2.720 5.003 3.693
H -1.511 1.486 4.763
H -0.860 1.202 3.128
H -2.554 1.727 3.335
O -4.869 -3.988 -0.407
C -4.716 -3.146 0.629
C -5.677 -3.175 1.636
C -5.555 -2.359 2.743
C -4.478 -1.485 2.870
C -3.533 -1.433 1.869
C -3.635 -2.255 0.742
C -2.641 -2.111 -0.313
O -1.830 -1.106 -0.284
N -2.533 -2.946 -1.302
N -1.567 -2.570 -2.239
C -1.825 -3.142 -3.376
S -0.793 -3.174 -4.775
C -2.186 -3.416 -5.909
C -3.066 -4.479 -5.294
S -3.331 -4.029 -3.554
H -4.107 -3.881 -1.007
H -6.516 -3.850 1.522
H -6.304 -2.407 3.524
H -4.392 -0.836 3.731
H -2.700 -0.743 1.929
H -1.778 -3.725 -6.871
H -2.706 -2.464 -6.015
H -2.584 -5.455 -5.327
H -4.042 -4.536 -5.775
F -1.507 -0.517 -4.183
C -1.801 0.251 -3.063
F -1.405 1.509 -3.459
C -3.363 0.329 -3.040
F -3.912 -0.271 -4.107
F -3.873 -0.282 -1.953
F -3.805 1.589 -3.023
N -5.148 3.355 0.086
C -4.112 2.588 0.524
O -4.312 1.668 1.308
C -2.769 2.876 -0.072
C -0.758 4.323 0.093
C 0.073 3.716 -0.997
C -0.001 2.435 -1.368
N -0.847 1.452 -0.862
C -2.053 1.744 -0.256
H -6.056 3.198 0.483
H -5.021 4.104 -0.567
H -0.465 5.368 0.240
H 0.717 4.368 -1.576
H 0.656 2.089 -2.154
H -2.558 0.867 0.114

Calculated values
**HOMO (spin up / spin down)**: -5.6 / -5.6 eV
**Maximum force**: 0.0769 hartree/bohr
**Calculated total energy**: -135190.8947 eV
**Kohn-Sham gap (spin up / spin down)**: 0.1430 / 0.1439 hartree

Löwdin atomic charge list, values in e, 2 entries:
1. W 1.56
2. O 0.11